Entry 1:
Density functional theory data (ωB97M-V with the def2-TZVPD basis set) for a molecular structure, C29H23AlN5O4PS3Se2 in a non-equilibrium geometry.

```
68
Properties=species:S:1:pos:R:3:nbo_charge:R:1
Al -0.368 0.332 -1.205 1.62
Se -3.585 -1.660 0.564 -0.53
P -1.725 -1.904 1.554 1.00
Se 0.158 -0.954 0.770 -0.48
C -1.236 -3.652 1.768 -0.42
C -0.105 -3.936 2.531 -0.13
C 0.298 -5.248 2.705 -0.23
C -0.432 -6.278 2.124 -0.20
C -1.560 -5.995 1.371 -0.21
C -1.963 -4.678 1.185 -0.18
C -1.877 -1.385 3.304 -0.30
C -0.854 -0.704 3.954 -0.23
C -0.940 -0.463 5.319 -0.21
C -2.048 -0.899 6.028 -0.20
C -3.085 -1.549 5.373 -0.20
C -3.003 -1.796 4.012 -0.22
H 0.455 -3.123 2.977 0.21
H 1.178 -5.469 3.294 0.22
H -0.116 -7.304 2.262 0.21
H -2.129 -6.801 0.926 0.21
H -2.838 -4.442 0.592 0.24
H 0.003 -0.371 3.384 0.24
H -0.132 0.049 5.825 0.22
H -2.108 -0.728 7.096 0.21
H -3.956 -1.873 5.928 0.21
H -3.806 -2.303 3.491 0.24
N 2.401 5.914 -5.146 -0.79
C 2.292 4.973 -4.146 0.21
C 2.792 3.681 -4.335 -0.25
C 2.659 2.729 -3.350 -0.16
C 2.062 3.077 -2.147 -0.33
C 1.591 4.366 -1.922 -0.17
C 1.718 5.311 -2.914 -0.25
S 1.701 1.865 -0.939 2.34
O 1.519 0.541 -1.645 -1.01
O 2.643 1.859 0.130 -0.88
N 0.184 2.033 -0.524 -1.13
C -0.840 2.506 0.206 0.60
N -0.851 3.609 0.936 -0.47
C -1.988 3.850 1.586 0.11
C -3.099 3.027 1.516 -0.34
C -2.995 1.903 0.706 0.13
N -1.876 1.637 0.055 -0.53
H 2.537 5.564 -6.079 0.39
H 1.791 6.711 -5.088 0.39
H 3.227 3.412 -5.290 0.21
H 2.993 1.713 -3.510 0.24
H 1.117 4.605 -0.977 0.24
H 1.347 6.316 -2.756 0.22
H -1.988 4.749 2.194 0.20
H -4.000 3.241 2.071 0.23
H -3.806 1.194 0.590 0.24
O -0.293 2.697 -4.694 -0.92
S -1.375 2.481 -3.780 2.31
O -1.788 3.581 -2.962 -0.91
N -1.103 1.125 -2.847 -0.97
C -1.817 0.083 -3.290 0.13
S -1.571 -1.342 -2.482 -0.01
C -2.758 0.387 -4.362 -0.16
C -3.649 -0.458 -5.006 -0.14
C -4.475 0.082 -5.981 -0.20
C -4.416 1.434 -6.307 -0.17
C -3.510 2.276 -5.672 -0.21
C -2.703 1.730 -4.701 -0.20
H -3.694 -1.506 -4.741 0.24
H -5.174 -0.558 -6.501 0.23
H -5.083 1.834 -7.058 0.23
H -3.433 3.328 -5.915 0.24
```

Properties
net charge = 0
energy above the lowest of the compared OMol25 structures with the same formula, charge and spin = 0.827 eV
E = -225175.8611 eV
E_HOMO = -0.2840 hartree

Entry 2:
Density functional theory data (ωB97M-V with the def2-TZVPD basis set) for a molecular structure, C29H23BrClCuO6.

```
61
Properties=species:S:1:pos:R:3:mulliken_spin:R:1
Cu 0.409 0.048 -0.330 0.77
O 1.902 -1.708 -0.001 0.00
C 2.155 -2.283 -1.293 0.03
C 1.566 -1.421 -2.453 0.00
O 1.862 -1.765 -3.586 0.00
O 0.764 -0.474 -2.153 0.09
C 1.405 -3.612 -1.334 -0.01
C 1.652 -4.513 -2.366 0.00
C 0.947 -5.702 -2.440 0.00
C -0.023 -6.003 -1.490 0.00
C -0.274 -5.106 -0.464 0.00
C 0.440 -3.916 -0.383 0.01
C 3.661 -2.481 -1.410 0.00
C 4.468 -1.683 -2.210 0.00
C 5.846 -1.867 -2.209 0.00
C 6.430 -2.842 -1.417 0.00
C 5.627 -3.638 -0.606 0.00
C 4.255 -3.454 -0.605 0.00
H 2.641 -1.124 0.216 -0.01
H 2.389 -4.265 -3.117 0.00
H 1.149 -6.394 -3.248 0.00
H -0.584 -6.927 -1.556 0.00
H -1.037 -5.319 0.274 0.00
H 0.234 -3.218 0.415 -0.01
H 4.022 -0.914 -2.821 0.00
H 6.464 -1.234 -2.833 0.00
H 7.503 -2.983 -1.426 0.00
H 6.071 -4.396 0.026 0.00
H 3.626 -4.072 0.025 0.00
Br -5.109 -3.516 0.475 0.00
C -3.567 -2.420 0.246 0.00
C -3.102 -2.159 -1.031 0.01
C -1.967 -1.370 -1.188 -0.08
C -1.291 -0.832 -0.093 0.21
C -1.799 -1.118 1.176 -0.14
C -2.929 -1.909 1.361 0.00
H -3.608 -2.578 -1.890 0.00
H -1.586 -1.194 -2.186 0.01
H -1.305 -0.733 2.062 -0.01
H -3.303 -2.126 2.353 0.00
C 3.102 2.193 4.576 0.00
C 3.804 1.087 3.846 0.00
C 4.210 -0.070 4.486 0.00
C 4.838 -1.085 3.780 0.00
Cl 5.341 -2.535 4.622 0.00
C 5.066 -0.968 2.428 0.00
C 4.667 0.189 1.764 0.00
C 4.047 1.217 2.472 0.00
O 3.620 2.392 1.927 0.00
C 3.773 2.567 0.525 0.00
C 2.889 1.634 -0.323 0.01
O 3.262 1.374 -1.457 0.00
O 1.831 1.225 0.266 0.12
H 2.940 1.923 5.619 0.00
H 2.138 2.412 4.116 0.00
H 3.681 3.118 4.540 0.00
H 4.028 -0.189 5.546 0.00
H 5.540 -1.767 1.876 0.00
H 4.853 0.262 0.703 0.00
H 4.815 2.432 0.226 0.00
H 3.486 3.599 0.320 0.00
```

Properties
net charge = -1
<S²> = 0.753
2S+1 = 2
energy above the lowest of the compared OMol25 structures with the same formula, charge and spin = 0.000 eV
E = -169939.1817 eV
E_HOMO (alpha / beta) = -0.2216 / -0.2219 hartree

Entry 3:
Density functional theory data (ωB97M-V with the def2-TZVPD basis set) for a molecular structure, C29H23Cl2N5O8SSn in a non-equilibrium geometry.

```
69
Properties=species:S:1:pos:R:3:nbo_charge:R:1
Sn -0.960 0.026 0.459 1.37
C -3.621 2.836 -1.661 -0.69
C -2.566 2.634 -0.581 0.49
O -2.715 1.613 0.158 -0.80
C -1.593 3.620 -0.430 -0.53
C -0.668 3.650 0.657 0.27
C -0.178 4.990 1.177 -0.68
N -0.310 2.554 1.241 -0.38
N 0.312 2.624 2.452 -0.47
C 0.139 1.515 3.120 0.53
O -0.505 0.472 2.741 -0.83
C 0.689 1.491 4.509 0.00
C 1.690 2.359 4.939 -0.20
C 2.167 2.289 6.239 -0.24
C 1.643 1.360 7.129 -0.25
C 0.642 0.493 6.708 -0.23
C 0.174 0.554 5.405 -0.20
H -4.073 1.870 -1.882 0.24
H -4.400 3.516 -1.305 0.19
H -3.187 3.246 -2.575 0.20
H -1.666 4.498 -1.063 0.18
H -0.744 5.814 0.741 0.19
H -0.286 4.999 2.262 0.23
H 0.884 5.129 0.957 0.20
H 2.081 3.076 4.229 0.23
H 2.955 2.962 6.561 0.19
H 2.021 1.304 8.145 0.19
H 0.229 -0.235 7.397 0.19
H -0.589 -0.123 5.044 0.24
S -0.868 -3.660 3.661 0.29
C -2.400 -2.899 3.824 -0.43
C -2.643 -2.010 2.825 -0.27
C -1.579 -1.864 1.880 -0.36
C -0.546 -2.687 2.210 -0.29
C 0.773 -2.757 1.593 0.21
C 1.512 -3.941 1.462 -0.26
C 2.746 -3.898 0.840 -0.17
C 3.262 -2.673 0.429 -0.30
C 2.472 -1.550 0.616 0.06
N 1.258 -1.595 1.143 -0.43
H -3.026 -3.153 4.668 0.21
H -3.563 -1.441 2.775 0.21
H 1.092 -4.874 1.816 0.21
H 3.298 -4.812 0.658 0.20
H 4.233 -2.596 -0.041 0.21
H 2.814 -0.564 0.326 0.20
Cl 1.872 -0.620 -2.379 -0.02
C 2.031 1.058 -2.925 -0.39
Cl 1.750 2.198 -1.600 0.01
H 1.275 1.236 -3.682 0.22
H 3.036 1.198 -3.306 0.21
O -3.473 -0.650 -3.243 -0.72
C -2.322 -0.950 -2.915 0.76
O -1.753 -0.952 -1.795 -0.76
C -1.353 -1.362 -4.043 -0.11
C -1.355 -0.696 -5.256 -0.13
C -0.356 -0.965 -6.193 -0.02
C 0.608 -1.929 -5.953 -0.20
C 0.556 -2.630 -4.762 0.06
C -0.401 -2.341 -3.794 -0.12
N 1.554 -3.647 -4.514 0.52
O 1.449 -4.324 -3.512 -0.37
O 2.459 -3.785 -5.323 -0.41
N -0.299 -0.221 -7.429 0.53
O 0.549 -0.521 -8.254 -0.41
O -1.102 0.674 -7.604 -0.38
H -2.123 0.034 -5.469 0.26
H 1.392 -2.117 -6.668 0.26
H -0.394 -2.849 -2.841 0.27
```

Properties
net charge = -2
energy above the lowest of the compared OMol25 structures with the same formula, charge and spin = 1.480 eV
E = -95984.1196 eV
E_HOMO = -0.0372 hartree

What did the second record say?
Density functional theory data (ωB97M-V with the def2-TZVPD basis set) for a molecular structure, C29H23BrClCuO6.

```
61
Properties=species:S:1:pos:R:3:mulliken_spin:R:1
Cu 0.409 0.048 -0.330 0.77
O 1.902 -1.708 -0.001 0.00
C 2.155 -2.283 -1.293 0.03
C 1.566 -1.421 -2.453 0.00
O 1.862 -1.765 -3.586 0.00
O 0.764 -0.474 -2.153 0.09
C 1.405 -3.612 -1.334 -0.01
C 1.652 -4.513 -2.366 0.00
C 0.947 -5.702 -2.440 0.00
C -0.023 -6.003 -1.490 0.00
C -0.274 -5.106 -0.464 0.00
C 0.440 -3.916 -0.383 0.01
C 3.661 -2.481 -1.410 0.00
C 4.468 -1.683 -2.210 0.00
C 5.846 -1.867 -2.209 0.00
C 6.430 -2.842 -1.417 0.00
C 5.627 -3.638 -0.606 0.00
C 4.255 -3.454 -0.605 0.00
H 2.641 -1.124 0.216 -0.01
H 2.389 -4.265 -3.117 0.00
H 1.149 -6.394 -3.248 0.00
H -0.584 -6.927 -1.556 0.00
H -1.037 -5.319 0.274 0.00
H 0.234 -3.218 0.415 -0.01
H 4.022 -0.914 -2.821 0.00
H 6.464 -1.234 -2.833 0.00
H 7.503 -2.983 -1.426 0.00
H 6.071 -4.396 0.026 0.00
H 3.626 -4.072 0.025 0.00
Br -5.109 -3.516 0.475 0.00
C -3.567 -2.420 0.246 0.00
C -3.102 -2.159 -1.031 0.01
C -1.967 -1.370 -1.188 -0.08
C -1.291 -0.832 -0.093 0.21
C -1.799 -1.118 1.176 -0.14
C -2.929 -1.909 1.361 0.00
H -3.608 -2.578 -1.890 0.00
H -1.586 -1.194 -2.186 0.01
H -1.305 -0.733 2.062 -0.01
H -3.303 -2.126 2.353 0.00
C 3.102 2.193 4.576 0.00
C 3.804 1.087 3.846 0.00
C 4.210 -0.070 4.486 0.00
C 4.838 -1.085 3.780 0.00
Cl 5.341 -2.535 4.622 0.00
C 5.066 -0.968 2.428 0.00
C 4.667 0.189 1.764 0.00
C 4.047 1.217 2.472 0.00
O 3.620 2.392 1.927 0.00
C 3.773 2.567 0.525 0.00
C 2.889 1.634 -0.323 0.01
O 3.262 1.374 -1.457 0.00
O 1.831 1.225 0.266 0.12
H 2.940 1.923 5.619 0.00
H 2.138 2.412 4.116 0.00
H 3.681 3.118 4.540 0.00
H 4.028 -0.189 5.546 0.00
H 5.540 -1.767 1.876 0.00
H 4.853 0.262 0.703 0.00
H 4.815 2.432 0.226 0.00
H 3.486 3.599 0.320 0.00
```

Properties
net charge = -1
<S²> = 0.753
2S+1 = 2
energy above the lowest of the compared OMol25 structures with the same formula, charge and spin = 0.000 eV
E = -169939.1817 eV
E_HOMO (alpha / beta) = -0.2216 / -0.2219 hartree